Record 1
Molecular formula: C13H13N2
Method: DFT, the ωB97M-V functional and the def2-TZVPD basis

```
28
Properties=species:S:1:pos:R:3
N -0.9568 1.2313 1.5658
C -1.0318 0.7676 0.2010
C 0.3720 1.2033 -0.5313
C 0.5079 2.3658 -1.3344
C 1.7997 2.6026 -1.8641
C 2.8286 1.7575 -1.4634
C 2.6065 0.7687 -0.5363
C 1.3706 0.4057 -0.0625
C 1.0675 -0.7003 0.9432
C -0.1486 -1.4022 0.4895
C -0.3405 -2.7017 0.5244
C -1.5969 -3.3407 0.2569
C -2.6957 -2.5047 0.0780
C -2.5434 -1.1778 -0.0255
N -1.2696 -0.6345 0.1811
H -1.0877 2.2600 1.4849
H -1.5824 0.7313 2.2467
H -1.8290 1.2569 -0.3655
H -0.4206 2.7751 -1.7229
H 2.0352 3.4390 -2.4754
H 3.7691 2.1267 -1.7936
H 3.5498 0.3083 -0.1824
H 1.9844 -1.4189 0.9698
H 0.8683 -0.3933 1.9249
H 0.5200 -3.4151 0.8483
H -1.6353 -4.4484 0.3215
H -3.6852 -2.7819 -0.0872
H -3.4848 -0.7364 -0.1412
```

As for the HOMO-LUMO gap: 7.93 eV. The SMILES is N[C@H]1c2ccccc2Cc2cccc[n+]21. Its net charge is +1. The value obtained for the maximum force is 6.36 eV/A. The HOMO energy is -12.57 eV.

---

Record 2
Molecular formula: C3H6N2O3
Method: DFT, the ωB97M-V functional and the def2-TZVPD basis

```
14
Properties=species:S:1:pos:R:3
C 2.1964 0.6369 0.1001
O 0.8920 0.3707 -0.3534
C 0.6220 -0.9249 -0.1969
O 1.3625 -1.8970 0.0127
N -0.8015 -1.1078 -0.1541
C -1.9579 -0.3247 -0.0312
N -1.9351 1.0167 -0.1871
O -3.0201 -0.8354 0.0638
H 2.1149 0.6767 1.1390
H 2.8902 -0.1271 -0.1529
H 2.4396 1.6574 -0.2285
H -1.1934 -2.0250 -0.3972
H -2.6231 1.4381 0.3808
H -0.9866 1.4454 0.0048
```

As for the HOMO-LUMO gap: 11.05 eV. The SMILES is COC(=O)NC(N)=O. The value obtained for the maximum force is 4.45 eV/A. The HOMO energy is -10.48 eV.

---

Record 3
Molecular formula: C3H6N2O
Method: DFT, the ωB97M-V functional and the def2-TZVPD basis

```
12
Properties=species:S:1:pos:R:3
C -0.5741 0.2783 -1.3348
C 0.4285 1.1277 -1.1145
C -0.9264 -0.4254 -0.0537
N -0.0769 0.1331 1.0021
N 0.6736 -0.7041 1.6817
O 1.0779 1.0814 0.0015
H -1.1884 0.2298 -2.1390
H 0.9246 1.8757 -1.8828
H -1.9764 -0.2699 0.0158
H -0.7530 -1.4671 0.1321
H 1.2486 -1.4568 1.1787
H 1.1420 -0.4027 2.5129
```

As for the HOMO-LUMO gap: 8.92 eV. The value obtained for the maximum force is 3.47 eV/A. The HOMO energy is -7.90 eV.

---

Record 4
Molecular formula: C2H9N3O
Method: DFT, the ωB97M-V functional and the def2-TZVPD basis

```
15
Properties=species:S:1:pos:R:3
N 1.8460 -0.9678 -0.8801
C 2.4363 0.2554 -0.9395
O 3.5287 0.4712 -1.3881
H 0.8409 -0.9988 -0.8963
H 2.3453 -1.7422 -1.2707
H 1.8208 1.0810 -0.5615
N -0.6177 1.1074 1.0541
C -1.5344 0.4611 0.0973
N -2.1612 -0.8030 0.4385
H -1.1221 1.3649 1.9013
H 0.0362 0.3914 1.3744
H -2.3085 1.2006 -0.1130
H -0.9507 0.3179 -0.8160
H -1.4471 -1.4615 0.7139
H -2.7125 -0.6776 1.2857
```

As for the HOMO-LUMO gap: 10.40 eV. The SMILES is NC=O.NCN. The value obtained for the maximum force is 0.88 eV/A. The HOMO energy is -9.66 eV.

---

Record 5
Molecular formula: C2Cl3F2NS
Method: DFT, the ωB97M-V functional and the def2-TZVPD basis

```
9
Properties=species:S:1:pos:R:3
F 0.3259 -0.5976 -2.2211
C 0.6578 -0.3852 -0.9426
F 1.1340 -1.4584 -0.3892
Cl 2.0221 0.9203 -0.9055
N -0.3730 0.3091 -0.3179
C -0.8891 -0.0019 0.7527
Cl -0.7336 -1.5267 1.6179
S -1.9957 0.9997 1.6001
Cl -1.7606 2.8330 0.8142
```

As for the HOMO-LUMO gap: 9.52 eV. The SMILES is FC(F)(Cl)/N=C(\Cl)SCl. The value obtained for the maximum force is 3.30 eV/A. The HOMO energy is -10.06 eV.

---

Record 6
Molecular formula: C4H11NO3
Method: DFT, the ωB97M-V functional and the def2-TZVPD basis

```
19
Properties=species:S:1:pos:R:3
N 0.3264 -0.6840 -1.4207
C -0.5866 -0.6960 -0.3675
C -0.1010 -1.8974 0.9166
O 0.1377 -1.7222 2.2990
C -0.7010 0.4463 0.5293
C 0.3653 1.8475 -0.0304
O -0.1262 2.5473 -1.1417
O 1.6399 1.2431 -0.1249
H 0.4658 0.1833 -1.9333
H 0.2065 -1.4415 -2.0787
H -1.5750 -1.0793 -0.6539
H -0.9154 -2.6368 0.8440
H 0.7585 -2.5223 0.6504
H -0.5994 -1.1571 2.5805
H -0.2853 0.5642 1.5223
H -1.6955 0.8670 0.6165
H 0.4213 2.5573 0.8093
H 0.3863 2.4595 -1.9524
H 1.8777 1.1210 -1.0644
```

As for the HOMO-LUMO gap: 9.02 eV. The SMILES is N[C@@H](CO)CC(O)O. The value obtained for the maximum force is 6.60 eV/A. The HOMO energy is -8.55 eV.

---

Record 7
Molecular formula: C2H3NO2
Method: DFT, the ωB97M-V functional and the def2-TZVPD basis

```
8
Properties=species:S:1:pos:R:3
O -1.6679 0.5116 -0.5285
C -1.0818 0.2293 0.4852
N 0.2552 -0.0490 0.4853
C 0.9236 -0.1406 -0.7675
O 2.0048 -0.6368 -0.8738
H -1.5541 0.1355 1.4766
H 0.6990 -0.4504 1.3028
H 0.4211 0.4004 -1.5801
```

As for the HOMO-LUMO gap: 11.04 eV. The SMILES is O=CNC=O. The value obtained for the maximum force is 1.15 eV/A. The HOMO energy is -10.34 eV.

---

Record 8
Molecular formula: C6H16N2O
Method: DFT, the ωB97M-V functional and the def2-TZVPD basis

```
25
Properties=species:S:1:pos:R:3
C 0.2856 0.8484 0.9149
C -2.8511 -0.6102 -0.2117
C -1.6258 -0.5839 0.6524
C 2.0837 -1.2304 0.5501
C 1.1236 -0.2323 -1.4499
C 1.0131 2.1234 0.5929
N 0.9500 -0.5512 -0.0439
N -1.0512 0.7829 0.6638
O -2.5233 -0.5015 -1.6149
H -1.8557 -1.1824 -1.7719
H -1.3272 1.3036 -0.1631
H 0.5364 0.4233 1.8864
H -3.5377 0.2323 -0.0453
H -3.4132 -1.5314 -0.0142
H -0.1615 -1.0734 0.1555
H -1.8744 -0.8638 1.6809
H 1.8707 -1.4469 1.5977
H 2.2928 -2.1754 0.0350
H 2.9926 -0.6192 0.5041
H 1.2427 -1.1467 -2.0432
H 0.2380 0.2956 -1.8069
H 2.0015 0.3989 -1.6230
H 0.7636 2.8896 1.3285
H 2.0900 1.9565 0.6206
H 0.7368 2.4943 -0.3948
```

As for the HOMO-LUMO gap: 7.33 eV. The value obtained for the maximum force is 1.76 eV/A. The HOMO energy is -6.55 eV.

---

Record 9
Molecular formula: C18H33BBr6N3O2
Method: DFT, the ωB97M-V functional and the def2-TZVPD basis

```
63
Properties=species:S:1:pos:R:3
C 0.2683 4.7109 1.0511
B -0.4511 3.7177 0.1154
O -1.7890 3.7138 -0.0419
N 0.3735 2.7239 -0.7127
C 0.2929 1.4277 -0.6000
N 1.0815 0.6112 -1.3467
N -0.6276 0.9019 0.3030
C -1.6823 0.0637 -0.3461
C -1.6326 -1.3281 0.2670
C -1.8427 -1.2753 1.7802
O -0.3078 -1.8132 0.0141
C -0.2402 -3.1290 -0.5170
C 1.1369 -3.7020 -0.3351
C 2.2285 -2.9143 0.0017
C 3.4828 -3.4849 0.1827
C 3.6559 -4.8532 0.0295
C 2.5691 -5.6449 -0.3202
C 1.3202 -5.0753 -0.4968
H 0.2717 4.3155 2.0719
H 1.3075 4.8909 0.7766
H -0.2568 5.6642 1.0577
H -2.0868 3.2678 -0.8419
H 1.0528 3.0900 -1.3705
H 0.8926 -0.3688 -1.1282
H 2.0777 0.7893 -1.2888
H -0.0948 0.3461 0.9704
H -2.6508 0.5434 -0.2172
H -1.4634 -0.0482 -1.4082
H -2.3908 -1.9497 -0.2123
H -0.8640 -1.1915 2.2498
H -2.4077 -0.3942 2.0851
H -2.3314 -2.1657 2.1671
H -0.9495 -3.7727 0.0120
H -0.5212 -3.1100 -1.5733
H 2.1185 -1.8482 0.1513
H 4.3146 -2.8480 0.4543
H 4.6300 -5.2962 0.1874
H 2.7023 -6.7103 -0.4453
H 0.4739 -5.6993 -0.7622
Br 0.4847 6.8254 -1.8492
C 0.1839 8.7330 -1.5827
C 0.3907 9.1339 -0.1475
Br -1.0775 8.5528 0.9846
H -0.8243 8.9325 -1.9293
H 0.9004 9.2334 -2.2289
H 0.4234 10.2175 -0.0637
H 1.2962 8.7087 0.2723
Br -3.8891 -3.6914 -2.1429
C -3.4484 -3.6198 -4.0380
C -1.9815 -3.3901 -4.2832
Br -1.4508 -1.5463 -3.9407
H -4.0698 -2.8426 -4.4700
H -3.7413 -4.5862 -4.4408
H -1.7390 -3.5692 -5.3276
H -1.3563 -4.0147 -3.6530
Br -1.1159 -1.8134 5.2642
C 0.5673 -2.5232 4.5979
C 1.6894 -1.5238 4.7015
Br 1.5686 -0.1194 3.3469
H 0.3938 -2.8341 3.5715
H 0.7827 -3.3954 5.2098
H 2.6470 -2.0071 4.5254
H 1.7050 -1.0157 5.6596
```

As for the HOMO-LUMO gap: 8.71 eV. Its net charge is +1. The value obtained for the maximum force is 1.13 eV/A. The HOMO energy is -11.46 eV.